{
  "formula": "C5H12N2O2S",
  "method": "ωB97M-V/def2-TZVPD",
  "de_lowest_kj_mol": 177.30,
  "orbital_gap_ev": 9.656,
  "species": ["C", "C", "C", "C", "C", "N", "N", "O", "O", "S", "H", "H", "H", "H", "H", "H", "H", "H", "H", "H", "H", "H"],
  "coordinates": [[0.258866, 1.452711, -1.047119], [0.987003, 1.078870, 0.216339], [0.787615, -0.798802, -1.223596], [-1.640365, -0.027013, -1.581665], [0.290868, -1.350749, 2.416953], [-0.207801, 0.190598, -1.619666], [1.470176, -0.282554, 0.044290], [2.709283, -0.192495, 2.215126], [2.408509, -2.291797, 1.158848], [1.859566, -1.039689, 1.414421], [-0.640108, 2.069803, -0.974444], [1.094232, 1.732919, -1.646274], [1.958950, 1.626492, 0.530659], [0.237532, 1.102247, 1.044799], [0.407907, -1.808092, -1.038658], [1.546222, -0.905255, -2.050215], [-1.870745, -1.012677, -1.962209], [-2.042624, 0.028860, -0.560585], [-2.018550, 0.604961, -2.264485], [-0.247340, -2.146527, 1.826887], [0.692525, -1.648779, 3.347235], [-0.338649, -0.487617, 2.515956]],
  "atomic_forces_ev_per_a": [[0.4, -1.4, -0.6], [0.8, 0.9, 3.1], [0.4, -0.8, -0.2], [2.0, -2.8, 2.5], [0.6, -0.4, -3.0], [1.1, -0.7, 0.3], [-1.0, 0.2, -1.8], [-0.9, 0.7, -0.5], [0.5, -3.2, -1.5], [-1.0, 1.7, 2.6], [0.9, 0.6, 0.1], [0.0, 1.4, -1.3], [-2.1, 0.0, -0.7], [0.7, 0.2, -0.1], [-0.3, 0.2, -0.1], [-0.4, 0.3, 1.0], [0.1, -0.4, 0.0], [-0.4, 0.3, -0.2], [-1.9, 2.6, -1.9], [0.6, 0.6, 1.0], [0.2, -0.6, 1.0], [-0.1, 0.5, 0.0]]
}

{
  "formula": "C19H34NO14P3",
  "method": "ωB97M-V/def2-TZVPD",
  "orbital_gap_ev": 6.243,
  "species": ["N", "C", "C", "C", "O", "C", "C", "C", "C", "C", "C", "C", "O", "H", "H", "H", "H", "H", "H", "H", "C", "O", "P", "O", "O", "C", "O", "C", "H", "H", "H", "H", "H", "H", "H", "H", "H", "C", "O", "P", "O", "O", "C", "O", "C", "H", "H", "H", "H", "H", "H", "H", "H", "H", "C", "O", "P", "O", "O", "C", "O", "C", "H", "H", "H", "H", "H", "H", "H", "H", "H"],
  "coordinates": [[2.865029, 3.128944, 4.814941], [2.542286, 1.831388, 4.209885], [2.795549, 0.722380, 4.953382], [2.443140, -0.654848, 4.335290], [1.981188, -1.582783, 4.957438], [2.678695, -0.775791, 2.790489], [3.147172, -2.018478, 2.190921], [3.299738, -2.044547, 0.735461], [2.987889, -0.859048, -0.056648], [2.547976, 0.392726, 0.541201], [2.396493, 0.428551, 1.985148], [1.941021, 1.708713, 2.760741], [1.169247, 2.516045, 2.310032], [3.396185, 3.620779, 4.085376], [1.951022, 3.581365, 4.954805], [3.200651, 0.754652, 5.986586], [3.374178, -2.894220, 2.843812], [3.630547, -2.985537, 0.244554], [3.090416, -0.895559, -1.163759], [2.316504, 1.310985, -0.035976], [-0.790251, -2.288280, 0.890275], [-1.035545, -3.634716, 0.493943], [-0.605819, -4.088897, -1.089173], [0.605480, -3.187850, -1.099682], [-1.913091, -3.299375, -1.704626], [-3.213803, -3.662463, -1.223261], [-0.170675, -4.638656, -2.650774], [-0.980360, -5.699193, -3.178953], [-1.370425, -2.102724, 1.796230], [0.265532, -2.151253, 1.122839], [-1.104583, -1.584880, 0.117742], [-3.564985, -2.895464, -0.532446], [-3.204670, -4.628670, -0.718271], [-3.898681, -3.713599, -2.070814], [-1.953026, -5.310005, -3.492063], [-1.119949, -6.486112, -2.436259], [-0.475485, -6.120296, -4.047635], [-2.139944, 8.080667, 5.598549], [-2.291093, 6.753878, 6.086554], [-1.303935, 5.548546, 5.413923], [-0.088532, 6.412437, 5.212583], [-2.226985, 5.510884, 4.052515], [-3.640770, 5.328239, 4.195772], [-0.484859, 4.139182, 4.920878], [-1.223548, 2.914852, 5.047190], [-3.016243, 8.648874, 5.915832], [-1.253885, 8.541648, 6.033510], [-2.082214, 8.097636, 4.509373], [-4.141694, 6.284248, 4.039062], [-3.902509, 4.938863, 5.179897], [-3.980925, 4.623611, 3.435619], [-1.978908, 2.849306, 4.260444], [-1.702770, 2.851249, 6.025511], [-0.531594, 2.080239, 4.938791], [-0.626434, -2.101139, -4.530056], [0.561730, -2.001881, -5.308657], [0.497733, -1.084799, -6.734164], [-0.453494, -0.036472, -6.226890], [-0.303082, -2.298222, -7.510194], [0.268253, -3.610209, -7.483849], [0.736153, -0.272720, -8.212898], [1.721508, -0.826676, -9.093712], [-0.500669, -2.928961, -3.831714], [-0.772088, -1.187574, -3.955088], [-1.497284, -2.300012, -5.158119], [-0.285496, -4.226348, -6.773884], [1.321094, -3.589409, -7.201239], [0.178343, -4.051118, -8.477963], [1.335958, -1.733200, -9.567589], [2.640941, -1.055026, -8.552131], [1.942653, -0.093880, -9.868604]],
  "atomic_forces_ev_per_a": [[-0.9, -1.2, -1.4], [0.7, -0.6, 0.9], [-0.7, -0.5, -1.3], [0.3, 0.5, -1.0], [0.5, 0.4, 0.1], [0.2, 0.5, -1.0], [-0.7, 2.0, -1.3], [-0.7, 1.6, 1.2], [-0.1, 0.1, 1.3], [0.2, -1.8, 1.7], [0.5, -1.4, -0.1], [0.8, -1.4, 0.4], [0.5, 0.0, 0.1], [-0.5, 0.3, 0.5], [0.6, 0.4, -0.2], [-0.5, 0.1, -0.9], [-0.3, 0.9, -0.7], [-0.3, 1.0, 0.3], [-0.1, -0.1, 1.0], [0.2, -0.9, 0.3], [0.5, 0.4, 0.0], [-1.5, -3.7, 0.2], [3.0, 9.2, -1.5], [0.3, -1.1, 0.2], [-0.5, -1.7, 0.0], [-0.3, 0.3, 0.0], [-1.3, -3.2, 2.0], [-0.2, 0.0, -0.5], [-0.1, -0.3, 0.0], [0.0, 0.1, -0.2], [0.1, -0.1, -0.1], [0.0, -0.1, 0.1], [-0.1, 0.1, 0.1], [0.1, 0.0, 0.0], [0.0, 0.0, 0.0], [0.0, -0.1, -0.2], [0.0, 0.1, 0.1], [0.5, 0.4, -0.1], [-1.1, -3.1, 2.0], [3.7, 5.7, -6.2], [-0.4, -0.8, 1.0], [-0.5, -1.1, 0.9], [-0.1, 0.1, -0.2], [-1.9, -0.5, 3.0], [-0.1, -0.4, -0.3], [-0.1, -0.3, 0.1], [0.0, -0.1, -0.2], [0.1, -0.1, 0.0], [-0.1, 0.0, 0.1], [-0.1, 0.1, -0.1], [0.1, 0.0, 0.0], [0.0, 0.0, 0.0], [0.0, -0.2, 0.0], [0.0, 0.1, 0.0], [-0.5, 0.4, 0.3], [3.6, -0.3, -1.4], [-8.9, 1.6, 0.9], [1.3, -0.1, -0.1], [1.3, -0.2, -0.4], [-0.2, -0.1, 0.0], [3.1, -1.2, 1.4], [-0.1, -0.1, -0.4], [0.4, 0.1, -0.2], [-0.1, 0.0, -0.2], [0.0, 0.2, -0.1], [0.1, 0.0, 0.0], [0.0, -0.2, 0.0], [0.0, 0.1, 0.0], [0.0, 0.0, 0.0], [0.1, 0.0, -0.2], [-0.1, 0.0, 0.1]]
}

{
  "formula": "C5H12NS",
  "method": "ωB97M-V/def2-TZVPD",
  "total_charge": -1,
  "de_lowest_kj_mol": 112.28,
  "orbital_gap_ev": 5.937,
  "species": ["C", "N", "C", "C", "S", "C", "C", "H", "H", "H", "H", "H", "H", "H", "H", "H", "H", "H", "H"],
  "coordinates": [[-0.092541, -0.534938, -0.546311], [0.423152, -0.466663, 0.806907], [1.409773, 0.644611, 0.903308], [2.698088, 0.602333, 0.057921], [2.914115, 2.223112, -0.847476], [-1.649959, -1.007114, -0.416791], [-2.721023, 0.163551, -0.159711], [0.296781, -1.336018, -1.203243], [0.006318, 0.389694, -1.116078], [0.806965, -1.363689, 1.045509], [1.505779, 0.839995, 1.980943], [0.754001, 1.527123, 0.637292], [3.634493, 0.620973, 0.635183], [2.666371, -0.248286, -0.648857], [-1.718182, -1.692585, 0.434328], [-1.861678, -1.581580, -1.323906], [-2.870867, 0.347128, 0.877154], [-2.473449, 1.067760, -0.723395], [-3.728143, -0.195415, -0.392774]],
  "atomic_forces_ev_per_a": [[-3.0, -1.8, 0.0], [0.8, 0.9, -0.8], [-1.6, 0.7, 0.7], [0.0, 1.2, -0.2], [-0.2, -0.4, -0.2], [0.5, 1.7, -0.1], [0.7, -1.8, -1.0], [0.6, 0.3, 0.4], [0.0, 0.2, 0.4], [0.4, -0.2, 0.2], [0.8, -0.3, -0.1], [1.1, -0.7, -0.3], [-0.5, -0.8, 0.2], [0.1, 0.3, 0.4], [0.2, 0.0, -0.2], [-0.4, 0.2, 0.0], [0.7, 0.6, 1.0], [-0.2, -0.1, 0.2], [0.1, 0.0, -0.7]]
}

The highest occupied orbital energy results, record by record, are as follows: -9.03 -9.19 -2.28 eV.
The LUMO energy results, record by record, are as follows: 0.63 -2.95 3.66 eV.
The calculated total energy results, record by record, are as follows: -855.807976 -2876.278062 -650.633048 hartree.